59
Properties=species:S:1:pos:R:3 method="wB97M-V/def2-TZVPD" homo_lumo_gap_ev=8.1 relative_energy_kcal_mol=415.3 e_homo_ev=-7.74
C -5.45301 -2.53588 0.63230
C -5.96755 -1.24318 1.03492
H -6.82948 -0.88359 0.39654
H -6.36090 -1.34089 2.06064
O -5.15933 -0.33687 0.84540
C -5.09556 0.36346 -0.15150
O -5.74301 0.00862 -1.03011
N -4.18390 1.49993 -0.27146
C -3.35892 1.78696 0.88394
H -3.63054 1.17121 1.83943
C -1.92349 1.56673 0.67006
H -1.31763 1.72622 1.38394
H -1.78839 0.10536 0.37686
C -1.38424 2.19269 -0.57790
N -0.06186 1.72549 -1.10964
C 0.93523 2.32372 -0.29098
C 2.41508 1.94887 -0.33934
N 3.13222 1.11464 -0.85426
H 2.83559 0.40263 -1.27426
C 4.48387 1.02207 -0.32254
H 4.98516 0.34280 -1.25769
C 4.43226 0.41422 1.10840
H 4.45345 1.20711 1.77213
C 3.34827 -0.63790 1.35335
N 3.09857 -1.30701 -0.24778
C 1.82101 -1.96396 -0.01623
H 1.55638 -2.60077 -0.99499
C 1.42276 -2.85962 1.03561
H 0.25603 -3.32458 1.09271
H 2.01051 -3.96486 1.01935
H 1.56900 -2.50837 2.01256
H 1.04174 -1.14794 -0.01153
C 4.15200 -2.43793 -0.26794
C 4.00753 -3.14244 -1.73496
H 3.13330 -3.72772 -1.84137
H 4.00443 -1.98922 -2.38298
H 4.94793 -3.58821 -2.11067
H 5.08691 -1.96741 0.09840
H 4.06979 -3.27091 0.44348
H 2.39250 -0.00227 1.53820
H 3.75247 -1.39720 2.20327
H 5.38321 -0.08521 1.32378
H 4.90921 1.90420 -0.36214
C 2.58863 3.17455 0.44419
O 3.51711 3.88342 0.83122
C 1.29768 3.50979 0.38117
O 0.44504 4.26761 0.90029
H 0.21229 0.67089 -1.33281
C -2.33397 1.89133 -1.87117
H -2.20230 2.42756 -2.60577
C -3.76532 2.21356 -1.41441
H -4.47462 1.91536 -2.19474
H -3.67775 3.30526 -1.29561
H -2.25215 0.64947 -1.90559
H -1.28188 3.11183 -0.29364
H -3.30629 2.93257 1.39652
H -4.63652 -2.83437 1.05634
H -5.31495 -2.43520 -0.44739
H -6.19361 -3.24663 0.67640